Entry 1:
The following is a quantum chemistry calculation of C36H33N4OsSi as an isolated structure, from the Open Molecules 2025 dataset.

```
75
Properties=species:S:1:pos:R:3:forces:R:3:lowdin_charge:R:1
Os -0.427 0.584 -0.528 -0.385 -0.031 0.180 1.12
C -2.910 1.606 -1.913 -0.066 -0.127 0.128 -0.06
N -1.516 2.072 -1.651 0.087 0.128 -0.035 -0.25
C -0.702 2.192 -2.896 0.058 0.038 -0.016 -0.10
C 0.751 2.363 -2.516 -0.033 -0.049 0.035 -0.24
C 1.610 3.160 -3.244 0.011 -0.005 -0.019 0.03
C 2.934 3.281 -2.839 -0.005 -0.002 0.008 0.01
C 3.345 2.619 -1.695 -0.010 0.000 -0.001 0.00
C 2.431 1.844 -1.005 0.029 0.006 0.070 -0.09
N 1.159 1.695 -1.407 -0.125 0.115 -0.136 -0.06
C -1.491 3.369 -0.906 -0.060 -0.033 0.009 -0.07
C -1.139 3.197 0.542 0.001 0.024 0.019 -0.21
C -1.305 4.244 1.435 -0.027 -0.011 -0.023 0.03
C -0.873 4.102 2.739 0.051 -0.068 0.038 0.01
C -0.274 2.904 3.114 -0.027 0.034 -0.010 0.00
C -0.151 1.899 2.181 0.019 -0.007 -0.007 -0.10
N -0.587 2.028 0.913 0.187 0.010 0.055 -0.06
C -3.308 0.412 -1.069 0.063 0.150 -0.036 -0.20
C -4.585 -0.109 -1.168 -0.013 -0.001 0.039 0.03
C -4.944 -1.179 -0.368 0.098 -0.056 0.073 0.03
C -4.014 -1.689 0.534 -0.034 0.115 -0.058 0.05
C -2.756 -1.123 0.587 0.073 -0.028 0.029 -0.21
N -2.396 -0.098 -0.217 0.021 -0.023 -0.320 0.00
H -3.029 1.384 -2.974 0.054 -0.117 -0.003 0.15
H -3.613 2.411 -1.695 0.013 0.023 -0.072 0.14
H -1.044 3.027 -3.513 0.013 0.006 0.003 0.15
H -0.838 1.274 -3.471 -0.003 0.027 -0.030 0.13
H 1.248 3.681 -4.121 0.000 0.002 0.013 0.14
H 3.624 3.896 -3.401 0.002 -0.006 -0.002 0.14
H 4.359 2.697 -1.330 -0.001 -0.002 -0.001 0.13
H 2.716 1.332 -0.093 -0.006 0.021 -0.053 0.10
H -2.448 3.883 -0.998 -0.002 0.002 -0.046 0.14
H -0.748 4.022 -1.367 0.038 -0.004 0.029 0.15
H -1.759 5.165 1.095 -0.004 -0.003 0.010 0.14
H -0.987 4.911 3.448 -0.004 -0.008 0.003 0.14
H 0.101 2.749 4.116 -0.003 0.008 0.001 0.13
H 0.320 0.958 2.420 -0.009 -0.006 0.005 0.08
H -5.288 0.322 -1.869 -0.007 -0.002 0.009 0.14
H -5.935 -1.608 -0.435 0.004 0.007 0.008 0.14
H -4.264 -2.507 1.195 -0.008 -0.001 -0.010 0.14
H -0.729 -0.918 0.937 0.909 0.622 -0.502 0.10
C -0.506 -2.883 3.715 0.015 -0.011 0.063 0.01
C -0.599 -3.550 2.491 0.042 0.016 0.028 -0.01
C -1.232 -2.943 1.434 -0.031 0.184 -0.147 0.00
C -1.702 -1.593 1.541 -0.858 -0.751 0.705 -0.32
C -1.667 -0.984 2.837 -0.032 0.011 -0.233 0.00
C -1.045 -1.607 3.891 0.035 -0.072 -0.003 -0.03
Si 1.205 -0.984 0.015 0.084 -0.260 -0.098 0.80
C 2.577 -1.340 1.157 -0.175 0.127 0.077 -0.33
C 3.796 -1.832 0.663 0.044 -0.038 -0.044 -0.09
C 4.852 -2.077 1.524 -0.001 -0.002 -0.025 -0.04
C 4.702 -1.853 2.887 0.006 0.000 -0.013 -0.02
C 3.501 -1.370 3.396 -0.031 -0.007 -0.023 -0.05
C 2.451 -1.105 2.536 0.066 0.061 0.100 -0.11
C 1.102 -2.023 -1.493 -0.005 0.040 -0.020 -0.31
C 0.171 -1.497 -2.408 -0.039 0.097 0.208 -0.15
C -0.184 -2.153 -3.567 -0.003 -0.061 -0.013 -0.04
C 0.418 -3.382 -3.833 -0.028 -0.006 -0.097 -0.02
C 1.343 -3.929 -2.956 0.041 -0.006 0.032 -0.03
C 1.683 -3.258 -1.788 -0.046 -0.003 0.008 -0.06
H -0.035 -3.381 4.554 0.004 0.011 -0.013 0.14
H -0.211 -4.554 2.391 -0.003 0.000 0.006 0.13
H -1.347 -3.465 0.490 -0.004 0.023 0.008 0.14
H -2.121 -0.007 2.962 -0.030 -0.017 0.021 0.14
H -1.010 -1.134 4.864 0.003 0.001 -0.002 0.13
H 3.925 -2.012 -0.398 0.006 0.001 0.005 0.11
H 5.792 -2.447 1.135 -0.004 -0.003 0.006 0.13
H 5.528 -2.053 3.558 -0.001 0.001 -0.003 0.13
H 3.397 -1.197 4.459 -0.005 -0.003 -0.006 0.12
H 1.520 -0.731 2.949 0.018 -0.006 -0.035 0.07
H -0.292 -0.483 -2.282 0.019 -0.044 0.095 0.04
H -0.897 -1.736 -4.266 0.007 0.010 0.022 0.12
H 0.160 -3.911 -4.741 0.009 -0.006 0.004 0.13
H 1.799 -4.882 -3.187 0.002 -0.003 0.017 0.13
H 2.392 -3.700 -1.099 -0.006 -0.032 -0.013 0.11
```
Positions in Å, forces in eV/Å.

Properties
LUMO energy (spin up / spin down)   -9.05 / -9.05 eV
Net charge   +3
Highest occupied orbital energy (spin up / spin down)   -16.752 / -16.752 eV
HOMO-LUMO gap (spin up / spin down)   7.703 / 7.704 eV
ΔE to the lowest compared entry with this formula, charge and spin   0.0 kcal/mol

---

Entry 2:
The following is a quantum chemistry calculation of C36H33N5OReS as an isolated structure, from the Open Molecules 2025 dataset.

```
77
Properties=species:S:1:pos:R:3:forces:R:3:lowdin_charge:R:1
Re -0.855 0.331 -0.057 0.158 -0.052 0.073 1.49
N -3.819 -6.021 7.275 -0.011 -0.017 0.023 0.21
C -3.416 -5.322 6.459 -0.014 -0.036 0.036 -0.15
C -2.912 -4.448 5.438 0.026 0.039 -0.042 -0.19
C -1.574 -4.058 5.460 0.007 0.019 -0.020 0.02
C -1.092 -3.206 4.483 -0.039 0.010 0.087 -0.01
C -1.941 -2.760 3.470 0.057 0.092 -0.103 -0.20
C -3.274 -3.166 3.441 -0.012 -0.091 -0.021 -0.01
C -3.763 -3.998 4.431 -0.001 0.010 -0.008 0.02
C -1.427 -1.864 2.410 0.031 -0.123 0.024 -0.01
C -0.936 -0.606 2.779 -0.166 0.041 0.087 -0.22
C -0.810 -0.075 4.077 0.021 -0.061 -0.074 0.05
C -0.211 1.175 3.975 -0.005 0.013 -0.057 -0.01
C 0.003 1.405 2.623 0.014 0.085 0.065 -0.13
N -0.435 0.358 1.882 0.261 -0.046 -0.256 -0.15
C -1.411 -2.359 1.090 -0.121 0.026 0.099 -0.22
C -1.666 -3.663 0.671 0.067 0.079 -0.016 0.07
C -1.352 -3.748 -0.698 0.027 0.050 -0.001 0.00
C -0.892 -2.513 -1.075 0.038 -0.132 -0.001 -0.08
N -0.914 -1.632 -0.012 -0.129 0.087 -0.121 -0.16
H -0.921 -4.424 6.240 0.001 -0.008 0.005 0.14
H -0.052 -2.907 4.496 0.006 -0.013 -0.009 0.13
H -3.935 -2.818 2.656 -0.003 0.011 -0.001 0.13
H -4.800 -4.306 4.427 -0.005 0.000 0.005 0.14
H -1.117 -0.578 4.979 -0.019 0.021 0.016 0.14
H 0.032 1.849 4.778 0.002 0.005 0.013 0.12
H 0.422 2.279 2.146 0.000 -0.013 0.002 0.12
H -1.998 -4.467 1.308 -0.004 -0.013 -0.001 0.14
H -1.434 -4.618 -1.328 0.005 -0.012 -0.006 0.13
H -0.550 -2.188 -2.046 -0.027 0.005 -0.012 0.12
C 3.954 -0.970 -0.413 -0.058 0.039 -0.041 -0.16
S 2.482 -0.145 0.167 0.234 0.098 0.019 1.19
O 1.858 0.174 -1.319 0.000 -0.008 0.035 -0.34
C 3.075 1.425 0.700 -0.086 -0.163 0.053 -0.42
C 3.269 1.537 2.075 -0.014 0.035 0.002 -0.09
C 3.836 2.705 2.562 -0.003 -0.002 0.004 -0.03
C 4.167 3.732 1.687 0.002 -0.016 0.053 -0.01
C 3.945 3.604 0.320 -0.015 -0.013 -0.063 -0.02
C 3.405 2.437 -0.194 0.113 0.014 -0.031 -0.05
H 4.503 -0.310 -1.082 -0.007 -0.004 -0.011 0.09
H 3.654 -1.899 -0.895 -0.010 0.000 -0.005 0.08
H 4.541 -1.187 0.481 0.001 0.024 0.017 0.09
H 2.995 0.736 2.752 -0.002 -0.014 -0.012 0.12
H 4.019 2.811 3.622 0.003 0.005 0.008 0.13
H 4.608 4.641 2.073 0.004 0.004 0.000 0.13
H 4.213 4.409 -0.351 -0.001 0.006 -0.002 0.13
H 3.260 2.319 -1.260 -0.019 0.000 -0.010 0.12
N -1.685 2.128 -0.210 0.011 0.041 0.068 0.02
C -2.278 3.148 -0.218 -0.074 0.053 -0.045 -0.14
N -2.886 4.255 -0.213 -0.017 -0.105 -0.041 -0.03
C -3.847 4.622 0.877 -0.001 0.007 0.046 -0.08
C -5.230 4.820 0.278 0.004 0.005 0.013 -0.16
C -5.195 5.827 -0.869 -0.016 0.000 -0.005 -0.18
C -4.203 5.395 -1.946 0.012 -0.005 -0.005 -0.16
C -2.812 5.211 -1.362 0.030 0.033 -0.016 -0.08
H -3.461 5.546 1.309 -0.015 -0.010 0.016 0.14
H -3.815 3.837 1.631 -0.015 0.008 -0.007 0.13
H -5.892 5.161 1.075 0.004 0.003 0.001 0.13
H -5.617 3.859 -0.070 0.001 -0.004 0.000 0.13
H -4.917 6.814 -0.487 0.002 0.003 0.001 0.13
H -6.189 5.930 -1.301 0.002 -0.002 -0.001 0.13
H -4.139 6.139 -2.740 0.004 0.011 0.008 0.13
H -4.529 4.459 -2.408 0.003 0.001 -0.008 0.12
H -2.428 6.143 -0.943 0.007 -0.001 -0.032 0.14
H -2.090 4.822 -2.078 -0.020 -0.002 -0.006 0.13
C 0.516 0.399 -1.430 -0.263 -0.054 0.225 -0.34
C 0.105 0.507 -2.814 -0.021 0.034 -0.025 -0.24
C 0.986 0.367 -3.894 0.008 -0.004 -0.004 0.01
C 0.488 0.357 -5.185 0.038 -0.006 0.005 -0.02
C -0.879 0.459 -5.410 -0.039 0.002 0.003 0.00
C -1.771 0.581 -4.345 0.055 -0.005 -0.020 -0.03
C -1.277 0.625 -3.059 -0.005 0.005 0.006 -0.06
H 2.048 0.259 -3.724 -0.007 0.009 -0.007 0.13
H 1.166 0.260 -6.022 0.005 0.002 0.000 0.13
H -1.258 0.445 -6.423 -0.001 -0.002 -0.006 0.13
H -2.833 0.654 -4.531 -0.011 -0.002 0.010 0.13
H -1.994 0.753 -2.245 0.012 0.002 0.020 0.08
```
Positions in Å, forces in eV/Å.

Properties
LUMO energy   -10.28 eV
Net charge   +3
Highest occupied orbital energy   -15.922 eV
HOMO-LUMO gap   5.643 eV

---

Entry 3:
The following is a quantum chemistry calculation of C36H33N6O2Ru as an isolated structure, from the Open Molecules 2025 dataset.

```
78
Properties=species:S:1:pos:R:3:forces:R:3:lowdin_charge:R:1
Ru -0.159 -0.362 -0.158 0.464 -1.289 -0.524 1.18
C 1.672 -0.463 2.718 -0.066 -0.286 0.116 -0.10
N 0.288 -0.049 2.449 -0.067 0.031 -0.700 -0.06
C -0.012 1.363 2.751 -0.206 -0.089 0.144 -0.10
C -0.430 2.142 1.551 0.036 0.151 0.102 -0.32
N -0.221 1.769 0.324 -0.198 0.129 -0.553 0.06
C -0.640 2.833 -0.486 0.134 0.179 0.175 -0.19
C -0.538 3.027 -1.862 -0.006 -0.089 -0.030 0.00
C -1.001 4.225 -2.369 0.006 -0.033 0.009 -0.06
C -1.547 5.215 -1.538 0.006 -0.015 -0.020 -0.07
C -1.622 5.048 -0.170 -0.009 0.049 0.080 -0.01
C -1.139 3.847 0.335 0.028 -0.116 -0.094 -0.18
N -0.987 3.372 1.632 -0.076 0.175 0.013 0.18
C 2.432 -0.643 1.453 0.113 0.082 0.142 -0.30
N 1.925 -0.405 0.283 -0.232 -0.077 -1.079 0.04
C 2.923 -0.699 -0.652 0.150 0.118 0.114 -0.21
C 2.917 -0.583 -2.040 -0.047 -0.026 0.023 0.00
C 4.070 -0.961 -2.700 -0.016 -0.019 -0.005 -0.06
C 5.189 -1.450 -2.008 -0.023 -0.001 -0.015 -0.07
C 5.208 -1.545 -0.630 0.059 0.011 0.078 -0.01
C 4.055 -1.143 0.033 -0.131 -0.001 -0.077 -0.18
N 3.708 -1.087 1.379 0.170 0.006 -0.009 0.19
H 1.670 -1.419 3.247 -0.062 0.017 0.061 0.14
H 2.189 0.257 3.358 -0.024 -0.006 0.046 0.13
H -0.338 -0.645 2.970 0.058 0.000 0.082 0.10
H 0.871 1.851 3.171 0.006 -0.036 0.052 0.13
H -0.802 1.438 3.501 0.032 -0.089 0.064 0.13
H -0.086 2.279 -2.498 -0.050 0.019 -0.002 0.11
H -0.929 4.407 -3.433 -0.020 0.005 0.013 0.11
H -1.897 6.139 -1.979 -0.016 -0.014 0.012 0.11
H -2.022 5.819 0.475 0.025 0.007 -0.017 0.11
H -1.234 3.866 2.473 0.037 -0.039 0.029 0.17
H 2.039 -0.218 -2.557 0.025 -0.028 -0.018 0.10
H 4.115 -0.880 -3.777 -0.015 -0.032 0.007 0.11
H 6.058 -1.764 -2.571 0.017 0.041 0.019 0.11
H 6.078 -1.909 -0.098 -0.005 0.007 -0.018 0.11
H 4.304 -1.331 2.151 -0.048 0.027 0.042 0.17
O -1.622 0.361 -3.989 0.252 -0.074 -0.098 0.09
C -1.385 0.105 -2.827 -0.386 0.055 0.059 -0.61
O -0.232 -0.116 -2.296 0.631 -0.003 0.997 -0.15
C -2.539 0.082 -1.846 0.362 0.134 -0.130 -0.16
C -3.846 0.352 -2.283 -0.136 0.038 -0.173 0.04
C -4.853 0.386 -1.374 -0.030 -0.024 0.070 0.03
C -4.557 0.144 -0.011 0.136 -0.029 0.067 -0.14
C -5.553 0.155 0.994 -0.037 0.029 -0.087 -0.01
C -5.231 -0.064 2.300 -0.010 0.025 0.082 -0.06
C -3.896 -0.344 2.657 -0.018 0.005 0.009 -0.06
C -2.922 -0.395 1.700 -0.054 0.026 -0.079 -0.05
C -3.218 -0.124 0.350 -0.175 0.062 -0.145 -0.20
N -2.215 -0.139 -0.597 -0.331 -0.295 0.879 0.03
H -3.997 0.538 -3.337 0.056 -0.026 -0.005 0.13
H -5.874 0.596 -1.668 0.017 0.000 -0.005 0.13
H -6.580 0.338 0.701 0.020 0.036 0.012 0.12
H -5.998 -0.041 3.063 0.007 -0.007 -0.007 0.11
H -3.651 -0.532 3.695 -0.010 -0.073 -0.023 0.11
H -1.915 -0.693 1.927 0.072 0.019 0.053 0.06
C -2.057 -3.365 0.114 0.094 -0.044 -0.044 -0.05
C -0.680 -3.527 -0.536 -0.230 -0.402 0.301 -0.54
C -0.864 -4.074 -1.973 0.070 0.190 0.011 -0.01
C 0.034 -2.230 -0.636 -0.528 1.665 -0.226 -0.03
C 0.209 -4.523 0.230 0.148 0.088 -0.092 -0.17
C -0.352 -5.619 0.880 0.024 0.006 0.042 -0.03
C 0.450 -6.556 1.516 -0.006 0.043 -0.037 -0.07
C 1.830 -6.416 1.514 -0.012 -0.022 0.031 -0.08
C 2.404 -5.339 0.856 -0.028 0.022 0.015 -0.08
C 1.601 -4.402 0.219 -0.047 0.033 0.058 -0.04
H -2.615 -2.600 -0.422 -0.030 -0.012 0.033 0.07
H -1.970 -3.076 1.162 -0.041 0.006 0.004 0.09
H -2.637 -4.285 0.050 0.020 -0.008 0.052 0.08
H -1.442 -3.374 -2.581 0.006 -0.035 -0.022 0.09
H -1.394 -5.025 -1.929 -0.021 0.014 -0.001 0.10
H 0.103 -4.240 -2.449 -0.018 0.011 -0.024 0.10
H 0.843 -2.292 -1.377 0.128 -0.221 0.134 0.06
H -1.424 -5.763 0.883 0.013 0.021 0.030 0.11
H -0.011 -7.404 2.005 0.020 0.003 0.015 0.11
H 2.453 -7.145 2.016 -0.005 -0.008 -0.028 0.11
H 3.481 -5.231 0.826 -0.001 0.013 0.004 0.10
H 2.077 -3.580 -0.305 0.029 -0.028 0.008 0.10
```
Positions in Å, forces in eV/Å.

Properties
LUMO energy   -2.85 eV
Net charge   +1
Highest occupied orbital energy   -10.716 eV
HOMO-LUMO gap   7.869 eV
ΔE to the lowest compared entry with this formula, charge and spin   8.9 kcal/mol

---

Question: Which value of net charge does entry 2 give?
Answer: +3